Entry a
10
Properties=species:S:1:pos:R:3:mulliken_charge:R:1 method="wB97M-V/def2-TZVPD" homo_ev=-9.26 homo_lumo_gap_ev=8.05
C 0.607 -0.375 -0.497 -0.405
C -0.538 -0.228 0.507 -0.184
O 0.195 -0.993 -1.663 -0.507
O -0.602 1.846 0.972 -0.531
I 1.556 1.495 -0.949 0.139
I -0.117 -0.880 2.559 0.201
I -2.407 -0.562 -0.204 0.295
H 1.501 -1.068 -0.200 0.376
H 0.817 -0.921 -2.383 0.344
H -1.013 1.686 1.859 0.273

***

Entry b
10
Properties=species:S:1:pos:R:3:mulliken_charge:R:1 method="wB97M-V/def2-TZVPD" homo_ev=-8.01 homo_lumo_gap_ev=7.63
C -0.911 0.688 -0.502 -0.762
C 0.858 -1.180 0.234 0.592
O 0.315 -1.253 1.314 -0.545
O 1.957 -0.605 0.096 -0.369
I -2.066 1.046 1.341 0.308
I -0.241 2.520 -1.421 -0.025
I 0.320 -2.511 -1.403 -0.023
H -1.829 0.410 -1.107 0.289
H -0.822 1.450 2.184 0.170
H 2.419 -0.566 -0.736 0.363

***

Going by the energies, entry a is most stable and the next is 12.0 kJ/mol up.

***

Entry a
15
Properties=species:S:1:pos:R:3:mulliken_charge:R:1 method="wB97M-V/def2-TZVPD" total_charge=+1 homo_ev=-12.66 homo_lumo_gap_ev=8.19
C 0.255 -0.313 1.207 -0.910
C 1.233 0.349 0.382 0.111
N -1.057 0.207 0.984 -0.534
N -0.974 -0.180 -1.518 -0.506
S 2.473 -0.604 -0.460 -0.092
S 1.265 2.075 0.364 -0.091
H 0.186 -1.376 0.943 0.399
H 0.558 -0.304 2.267 0.424
H -1.025 0.043 -0.394 0.416
H -0.209 -0.127 -2.075 0.305
H -1.496 0.518 -1.893 0.342
H -1.650 -0.588 1.290 0.282
H -1.389 -1.133 -1.753 0.365
H 2.958 0.484 -1.001 0.197
H -1.129 0.948 1.655 0.293

***

Entry b
15
Properties=species:S:1:pos:R:3:mulliken_charge:R:1 method="wB97M-V/def2-TZVPD" total_charge=+1 homo_ev=-14.05 homo_lumo_gap_ev=9.95
C -1.606 -2.031 0.349 -0.931
C -0.698 -0.186 0.075 0.505
N 0.562 -0.317 0.244 -0.322
N 1.945 1.930 0.192 -0.863
S -3.551 0.499 -0.141 -0.189
S -1.609 1.200 -0.067 0.028
H -2.095 -2.363 -0.593 0.334
H -0.826 -2.693 0.506 0.390
H -2.355 -1.851 1.102 0.376
H 0.933 -1.228 0.447 0.215
H 1.023 0.672 0.311 0.412
H 2.888 1.561 0.010 0.281
H 1.647 1.999 -0.769 0.308
H 2.042 2.869 0.527 0.238
H -3.710 0.249 -1.441 0.219

***

Going by the energies, entry a is most stable and the next is 63.0 kJ/mol up.

***

Entry a
13
Properties=species:S:1:pos:R:3:mulliken_charge:R:1 method="wB97M-V/def2-TZVPD" homo_ev="-7.27 / -7.21" homo_lumo_gap_ev="7.83 / 7.82"
C -2.144 -1.020 -0.414 -0.144
C 1.575 0.718 0.029 -0.411
C 0.242 0.754 0.873 -0.505
N 1.840 -0.557 -0.304 0.198
N 1.196 -1.513 0.235 -0.570
O -2.204 0.160 -0.626 -0.474
S -0.047 -0.968 1.218 -0.027
H -1.842 -1.781 -1.222 0.251
H 2.094 1.618 -0.079 0.469
H -2.752 -1.485 0.438 0.266
H 0.491 1.244 1.791 0.315
H -0.687 1.182 0.463 0.343
H 2.145 -0.807 -1.241 0.289

***

Entry b
13
Properties=species:S:1:pos:R:3:mulliken_charge:R:1 method="wB97M-V/def2-TZVPD" homo_ev=-9.21 homo_lumo_gap_ev=9.62 smiles="[H]/N=C(/N)[C@H](S)C=O"
H -0.652 -0.576 -1.825 0.442
N 0.341 -0.282 -1.739 -0.784
C 0.545 0.389 -0.623 0.270
N 1.811 0.925 -0.354 -0.586
C -0.433 0.308 0.546 -0.272
S 0.129 -0.996 1.689 -0.176
C -1.870 -0.165 0.302 0.178
O -2.052 -0.681 -0.779 -0.547
H 2.568 0.502 -0.921 0.272
H 2.333 1.140 0.708 0.292
H -0.556 1.147 1.313 0.324
H 0.345 -1.767 0.556 0.210
H -2.510 0.056 1.125 0.376

***

Going by the energies, entry b is most stable and the next is 236.6 kJ/mol up.

***

Entry a
13
Properties=species:S:1:pos:R:3:mulliken_charge:R:1 method="wB97M-V/def2-TZVPD" homo_ev=-8.21 homo_lumo_gap_ev=8.91
C 1.275 1.537 -0.232 -0.668
C 0.087 1.033 0.026 -0.140
C -0.257 -0.363 -0.137 0.555
N 0.561 -1.383 -0.161 -0.535
O 1.794 -1.140 0.343 -0.346
N -1.541 -0.781 -0.485 -0.298
S -2.965 -0.058 0.064 -0.160
H 2.117 0.842 -0.441 0.256
H 1.516 2.567 -0.091 0.297
H -0.696 1.678 0.461 0.211
H 2.335 -1.907 0.072 0.372
H -1.487 -1.768 -0.779 0.314
H -2.741 -0.256 1.360 0.141

***

Entry b
13
Properties=species:S:1:pos:R:3:mulliken_charge:R:1 method="wB97M-V/def2-TZVPD" homo_ev="-10.91 / -10.89" homo_lumo_gap_ev="7.68 / 7.70"
C 1.771 -1.905 1.236 0.094
C 0.500 -0.496 -1.134 -0.910
C -0.408 0.995 1.019 -1.018
N 1.598 -3.010 1.262 -0.328
N 2.375 0.309 0.876 -0.395
O 1.275 1.903 -0.743 -0.583
S 1.158 0.710 0.061 1.065
H 0.563 -1.557 -0.671 0.332
H -0.535 -0.201 -1.192 0.313
H 1.028 -0.433 -2.063 0.334
H -0.674 0.264 1.747 0.350
H -0.215 1.977 1.401 0.347
H -1.135 0.961 0.279 0.400

***

Entry c
13
Properties=species:S:1:pos:R:3:mulliken_charge:R:1 method="wB97M-V/def2-TZVPD" homo_ev=-8.82 homo_lumo_gap_ev=8.90
C 2.051 -0.489 0.112 -0.830
N 1.045 0.731 -0.148 -0.265
C -0.366 0.609 -0.123 0.751
O -1.090 1.575 -0.016 -0.662
C -0.938 -0.732 -0.216 -0.298
N -2.222 -0.827 0.026 -0.338
S -3.455 0.084 0.008 -0.112
H 1.677 -0.979 1.005 0.357
H 1.975 -1.360 -0.591 0.253
H 3.057 -0.056 0.201 0.291
H 1.491 1.686 -0.008 0.279
H -0.349 -1.605 -0.411 0.354
H -2.875 1.363 0.161 0.219

***

Entry d
13
Properties=species:S:1:pos:R:3:mulliken_charge:R:1 method="wB97M-V/def2-TZVPD" homo_ev=-8.80 homo_lumo_gap_ev=9.43
C -0.203 -0.957 -1.595 -0.800
N -0.400 0.434 -1.095 -0.218
N 0.767 1.040 -0.620 -0.433
C 1.089 0.737 0.600 -0.352
C 0.182 0.103 1.576 0.721
O -0.022 -1.078 1.708 -0.494
S -0.814 1.259 2.503 -0.223
H 0.703 -0.892 -2.206 0.348
H -1.019 -1.266 -2.252 0.322
H -0.075 -1.711 -0.806 0.242
H -0.713 1.006 -1.827 0.272
H 2.015 1.094 0.962 0.449
H -1.508 0.232 3.051 0.166

***

Going by the energies, entry c is most stable and the next is 13.0 kJ/mol up.